# C17H23F5NO3P2Sn

A structure of composition C17H23F5NO3P2Sn at a distorted geometry (ωB97M-V/def2-TZVPD, the OMol25 dataset).

DFT total energy = -2338.15102 Ha
E_HOMO = -10.0 eV
Kohn-Sham gap = 0.23807 Eh
Net charge = +1
LUMO = -0.1305 Ha
2S+1 = 1

Element x y z (Å)
Sn (-0.27, 1.28, 0.08)
P (0.14, 0.50, -2.32)
C (-1.22, -0.68, -2.79)
C (-1.85, -1.33, -1.56)
N (-1.49, -0.95, -0.31)
C (-1.87, -1.72, 0.73)
C (-2.64, -2.87, 0.55)
C (-3.10, -3.20, -0.72)
C (-2.72, -2.41, -1.79)
C (-1.44, -1.36, 2.14)
P (-1.03, 0.40, 2.40)
H (-2.90, -2.71, -2.81)
H (-2.92, -3.45, 1.44)
H (-3.69, -4.09, -0.87)
H (-2.25, -1.60, 2.85)
H (-0.56, -1.95, 2.45)
H (-1.99, -0.26, -3.44)
H (-0.67, -1.42, -3.42)
H (-3.47, 2.43, -2.05)
O (-4.06, 2.54, -2.81)
H (-4.58, 1.74, -2.80)
H (0.65, 2.78, -0.13)
O (-2.03, 2.24, -0.12)
H (-2.02, 3.14, 0.22)
C (-2.62, 1.14, 2.90)
H (-3.11, 0.51, 3.66)
H (-2.43, 2.14, 3.32)
H (-3.27, 1.24, 2.02)
C (0.08, 0.49, 3.84)
H (0.33, 1.55, 4.03)
H (-0.44, 0.08, 4.72)
H (1.00, -0.07, 3.64)
C (1.52, -0.60, -2.76)
H (1.34, -0.93, -3.80)
H (2.49, -0.10, -2.68)
H (1.51, -1.48, -2.09)
C (0.13, 1.84, -3.54)
H (1.06, 2.42, -3.44)
H (0.07, 1.41, -4.54)
H (-0.73, 2.51, -3.37)
F (6.86, 0.57, 1.72)
C (5.58, 0.32, 1.40)
C (5.25, -0.83, 0.68)
F (6.22, -1.69, 0.32)
C (3.92, -1.08, 0.37)
F (3.60, -2.18, -0.35)
C (2.86, -0.22, 0.81)
O (1.63, -0.53, 0.65)
C (3.27, 0.98, 1.47)
F (2.33, 1.86, 1.89)
C (4.59, 1.23, 1.78)
F (4.94, 2.35, 2.46)